1.
Entry from OMol25: 2 unconnected molecules or ions with the total composition C25H30NO2 in a non-equilibrium geometry (ωB97M-V/def2-TZVPD).

Positions of all 58 atoms, in Å:
C -1.34760 -2.16491 1.74874
C -0.84471 -1.47112 3.00618
C 0.03554 -0.29489 2.71448
C 1.41083 -0.29553 2.53395
C 2.33361 -1.45216 2.60610
N 1.79844 0.99236 2.25473
C 0.69611 1.80061 2.24447
C -0.41085 1.03322 2.52071
C -1.80914 1.52271 2.57608
H -1.98822 -3.01882 1.98315
H -1.92604 -1.47938 1.12593
H -0.51748 -2.52796 1.13923
H -1.69149 -1.12655 3.61323
H -0.30467 -2.17781 3.64862
H 1.79627 -2.37396 2.83046
H 2.85570 -1.59026 1.65788
H 3.08372 -1.30167 3.38400
H 2.75898 1.28854 2.06771
H 0.68619 2.85940 2.04084
H -1.84514 2.59679 2.38777
H -2.42291 1.02719 1.82235
H -2.24946 1.33836 3.55661
C 0.02516 -2.84137 9.07796
O -0.95263 -2.23082 8.26632
C -0.65488 -0.93361 7.86939
C -1.56870 -0.26654 7.03700
C -1.34394 1.00847 6.59457
C -0.18101 1.70427 6.97311
C 0.06169 3.03465 6.52747
C 1.12738 3.78594 6.98059
C 1.47324 5.05565 6.56395
C 2.63918 5.73228 7.02752
C 2.90664 7.06185 6.65195
C 4.03570 7.69884 7.08719
C 4.97626 7.05858 7.91082
O 6.10426 7.77516 8.29345
C 7.01858 7.06838 9.10127
C 4.71010 5.73458 8.28706
C 3.58128 5.09524 7.86156
C 0.73398 1.03275 7.80898
C 0.50507 -0.24065 8.24176
H -0.30425 -3.85588 9.30629
H 0.97654 -2.89178 8.54480
H 0.13510 -2.28736 10.01221
H -2.46079 -0.79040 6.75172
H -2.06571 1.50181 5.96741
H -0.60656 3.47099 5.80579
H 1.72747 3.35178 7.75606
H 0.83948 5.54587 5.84498
H 2.20502 7.57924 6.02174
H 4.23508 8.71394 6.80180
H 7.86043 7.72754 9.31996
H 6.54129 6.78046 10.03987
H 7.38690 6.19016 8.56753
H 5.39944 5.20373 8.91641
H 3.42695 4.07538 8.15978
H 1.64729 1.51335 8.10676
H 1.23222 -0.70836 8.87725

* HOMO level: -0.3557 Ha
* total charge: +1
* LUMO: -0.1927 Eh

2.
Entry from OMol25: a molecular structure, C25H31AsBrN4O4RhS in a non-equilibrium geometry (ωB97M-V/def2-TZVPD).

Positions of all 68 atoms, in Å:
Rh -0.36143 0.13849 -0.34589
O -0.31682 2.28870 3.05593
C 0.60559 1.72976 3.87566
C 0.96546 2.35046 5.06343
C 1.86187 1.72440 5.91698
C 2.38799 0.47887 5.60236
C 2.02850 -0.12822 4.40715
C 1.16521 0.49699 3.52049
C 0.87446 -0.11450 2.16851
O -0.37318 0.22362 1.64654
N 1.97401 0.46759 1.30144
N 1.86051 -0.05401 -0.04719
C 1.88343 0.89740 -0.92014
C 1.72000 0.66467 -2.39447
Br -0.01401 0.01791 -2.88105
C 2.64214 0.92201 -3.30839
C 3.99519 1.41746 -2.98848
C 4.75363 0.85795 -1.96257
C 6.02501 1.34119 -1.68776
C 6.55331 2.37986 -2.43791
C 5.80916 2.93266 -3.47260
C 4.54220 2.45050 -3.75011
H -0.49902 1.56726 2.37476
H 0.52140 3.30549 5.31271
H 2.13654 2.20738 6.84618
H 3.06810 -0.01615 6.28228
H 2.43204 -1.10211 4.14924
H 1.01250 -1.20226 2.19688
H 2.84688 0.09805 1.67027
H 2.10113 1.91819 -0.61430
H 2.39910 0.78333 -4.35614
H 4.35354 0.03060 -1.39115
H 6.60546 0.89776 -0.88953
H 7.54583 2.75378 -2.22394
H 6.21967 3.73976 -4.06499
H 3.96294 2.88179 -4.55772
O -2.19213 0.24032 -0.60266
C -2.24574 4.25291 -1.30592
As -1.40520 3.30609 0.13098
C -2.84276 2.53649 1.13369
C -0.35203 4.55272 1.15012
O -0.30496 2.23698 -0.55064
H -2.94761 4.99210 -0.92266
H -2.77054 3.51803 -1.91350
H -1.47904 4.73826 -1.90557
H -3.48614 3.34281 1.48552
H -2.46250 1.95849 1.96902
H -3.32935 1.85612 0.44102
H -0.96173 5.25109 1.71939
H 0.27251 5.10150 0.44593
H 0.25770 3.92841 1.79872
C -5.14629 -1.18412 1.07145
C -4.06456 -2.21285 1.15397
C -4.14993 -3.39410 1.85949
C -2.98967 -4.16742 1.95591
N -1.85000 -3.81060 1.39265
C -1.83918 -2.67661 0.66980
S -0.38139 -2.20113 -0.12064
N -2.91839 -1.91275 0.53843
C -2.97482 -5.44695 2.73813
H -6.02979 -1.49782 1.62386
H -5.42042 -0.99752 0.03350
H -4.76742 -0.24858 1.48229
H -5.06086 -3.68284 2.36518
H -2.59612 -0.71830 0.23100
H -3.94639 -5.66542 3.17748
H -2.22808 -5.37957 3.52902
H -2.67932 -6.26878 2.08606

* HOMO level: -0.2687 Ha
* total charge: 0
* LUMO: 0.0027 Eh

3.
Entry from OMol25: a molecular structure, C25H31AuN5O5PS2 (ωB97M-V/def2-TZVPD).

Positions of all 70 atoms, in Å:
Au 1.55877 -0.18517 -1.24343
C 3.36072 0.47103 2.90339
C 4.40889 -0.42694 2.97489
C 4.64445 -1.28397 1.90923
C 3.81608 -1.21221 0.80005
N 2.78706 -0.36819 0.75598
C 2.56373 0.46227 1.76874
C 4.02220 -2.05860 -0.41994
C 5.17654 -2.81010 -0.60728
C 5.30600 -3.57549 -1.75127
C 4.28004 -3.57603 -2.68088
C 3.17040 -2.79056 -2.42673
N 3.04711 -2.04407 -1.33104
H 3.16272 1.18301 3.69160
H 5.05222 -0.45576 3.84458
H 5.46297 -1.98733 1.95167
H 1.74879 1.16214 1.63516
H 5.97301 -2.78587 0.12113
H 6.20130 -4.16036 -1.91610
H 4.33635 -4.16061 -3.58792
H 2.34227 -2.75142 -3.12157
N -4.52752 2.90040 2.99155
C -3.25632 3.11905 2.47629
C -3.06096 4.00727 1.41988
C -1.78777 4.25181 0.93013
C -0.69404 3.60286 1.48406
C -0.87822 2.72674 2.54960
C -2.14495 2.48833 3.04359
S 0.91569 3.81377 0.80002
O 0.89156 5.06631 0.08023
O 1.84597 3.63149 1.88716
N 1.08569 2.56331 -0.16400
C 0.67928 2.59320 -1.42324
S 0.04304 3.94515 -2.33420
C -0.19188 2.92198 -3.71120
C 0.23743 1.67734 -3.44195
N 0.72455 1.48593 -2.17224
H -5.30025 3.11617 2.38509
H -4.65652 2.05598 3.52219
H -3.91404 4.51765 0.98790
H -1.63511 4.94724 0.11555
H -0.01988 2.23577 2.98755
H -2.28434 1.81070 3.87827
H -0.60753 3.29555 -4.63039
H 0.21105 0.83668 -4.11793
C -3.31909 -3.08162 2.00605
C -1.95824 -2.92849 1.36886
O -2.12974 -2.41628 0.04260
P -0.92473 -1.46507 -0.53991
O -1.23112 -0.01539 0.08861
C -2.23214 0.92014 -0.36878
C -3.58982 0.60751 0.21624
O -1.58762 -1.24576 -2.01391
C -1.78332 -2.33353 -2.91373
C -0.47359 -2.94114 -3.37538
H -3.22136 -3.48389 3.01553
H -3.93978 -3.76140 1.42191
H -3.82490 -2.11771 2.06204
H -1.44059 -3.89009 1.31595
H -1.33747 -2.24987 1.96183
H -2.25162 0.90783 -1.45817
H -1.87234 1.89345 -0.04210
H -3.95580 -0.36036 -0.12711
H -4.29974 1.38041 -0.08695
H -3.54371 0.59719 1.30689
H -2.32101 -1.90979 -3.76139
H -2.42421 -3.07944 -2.43912
H 0.15693 -2.17335 -3.82786
H -0.66629 -3.71611 -4.11920
H 0.07472 -3.39370 -2.54710

* HOMO level: -0.2655 Ha
* total charge: 0
* LUMO: -0.0102 Eh

4.
Entry from OMol25: a molecular structure, C25H31BCuN7O5 (ωB97M-V/def2-TZVPD).

Positions of all 70 atoms, in Å:
Cu 0.22105 -0.01583 -0.05769
O -5.07324 1.20603 3.18367
C -3.94105 0.90963 2.48597
C -2.67456 1.10369 3.01951
C -1.59081 0.78245 2.22704
N -1.70513 0.31997 0.98862
C -2.92349 0.06755 0.50747
C -4.07223 0.36300 1.21818
C -2.97057 -0.66122 -0.84204
O -4.09152 -0.85110 -1.33449
O -1.83613 -0.99418 -1.25625
C -0.16897 0.82421 2.74695
O 0.03998 1.23190 3.88663
O 0.68765 0.36639 1.92107
H -4.82028 1.55599 4.04297
H -2.50048 1.46516 4.02505
H -5.03356 0.13920 0.77990
C 2.65461 2.96791 2.53277
C 2.42949 3.00809 1.02133
C 0.99487 3.35366 0.64856
C 2.94982 1.76868 0.34779
C 4.31009 1.48767 0.14549
C 4.32617 0.31062 -0.56552
N 3.06191 -0.07280 -0.77095
N 2.20783 0.81194 -0.20667
B 2.56154 -1.26265 -1.60612
N 2.00628 -2.37321 -0.70896
C 2.45054 -3.63252 -0.62121
C 1.66162 -4.30077 0.28662
C 0.72811 -3.34806 0.71964
N 0.94812 -2.18000 0.10727
C -0.37588 -3.58653 1.71404
C -0.20255 -2.73142 2.96450
C -1.74694 -3.38323 1.07818
N 1.49613 -0.73438 -2.57408
C 1.49404 -0.85064 -3.90682
C 0.46145 -0.09607 -4.40662
C -0.15247 0.47027 -3.27810
N 0.47723 0.06741 -2.17626
C -1.27000 1.47350 -3.34210
C -2.54750 0.86306 -3.91971
C -1.50984 2.21432 -2.03684
H 2.38143 3.93056 2.97268
H 3.70545 2.77914 2.76222
H 2.05913 2.19067 3.00649
H 3.05722 3.81705 0.62423
H 0.29133 2.58383 0.96093
H 0.89808 3.48756 -0.42889
H 0.69887 4.28585 1.13477
H 5.14934 2.08338 0.46138
H 5.13872 -0.27504 -0.96239
H 3.48118 -1.71714 -2.23789
H 3.29158 -3.94912 -1.21547
H 1.73099 -5.32781 0.60113
H -0.28175 -4.63907 2.00556
H -0.17923 -1.68015 2.69722
H 0.73685 -2.95281 3.47446
H -1.02538 -2.90040 3.66272
H -1.81572 -2.38946 0.64574
H -2.53867 -3.50855 1.82054
H -1.91869 -4.09092 0.26546
H 2.24982 -1.44249 -4.39561
H 0.18568 0.05102 -5.43646
H -0.91817 2.22155 -4.06652
H -2.96205 0.10195 -3.26310
H -2.35190 0.40396 -4.89094
H -3.29588 1.64672 -4.06322
H -1.82324 1.54179 -1.24330
H -2.29823 2.95845 -2.17107
H -0.60809 2.73180 -1.70946

* HOMO level (spin up / spin down): -0.2172 / -0.2164 Ha
* total charge: -1
* LUMO (spin up / spin down): 0.0959 / 0.0747 Eh
* spin multiplicity: 2

5.
Entry from OMol25: C25H31N2O2P in the gas phase in a non-equilibrium geometry (ωB97M-V/def2-TZVPD).

Positions of all 61 atoms, in Å:
C -0.54606 5.79109 -0.30006
C 0.64882 5.14546 -0.99226
C 0.42605 3.67360 -1.33558
C 0.27483 2.79651 -0.09842
H 1.08204 2.99543 0.61578
H -0.68466 2.97743 0.39772
O 0.33178 1.43061 -0.49044
P 0.93877 0.34886 0.55746
O 1.82460 0.94229 1.56781
C -0.51596 -0.49420 1.22687
C -1.52482 -0.95635 0.39219
C -2.57085 -1.69177 0.89834
C -2.64278 -2.00117 2.26784
N -3.67403 -2.75048 2.76330
C -3.82483 -2.95771 4.18162
H -3.07763 -3.65469 4.58018
H -4.81504 -3.36206 4.38188
H -3.73769 -2.00931 4.71424
C -4.52049 -3.50689 1.87285
H -5.06458 -4.25809 2.44101
H -5.24997 -2.86365 1.36869
H -3.92503 -4.02146 1.11437
C -1.62893 -1.50277 3.10206
C -0.58554 -0.76890 2.58407
H 0.20077 -0.40138 3.22669
H -1.64060 -1.70978 4.15953
H -3.34428 -2.02446 0.22555
H -1.48658 -0.72609 -0.66279
H -0.46327 3.56673 -1.96030
H 1.28082 3.30765 -1.90553
H 0.85713 5.68334 -1.91956
H 1.53009 5.23213 -0.35394
H -0.71722 5.34485 0.67580
H -0.37033 6.85534 -0.16061
H -1.44560 5.66842 -0.89932
C 1.80959 -0.84446 -0.63985
N 1.77183 -0.42279 -2.00128
C 2.40774 0.73385 -2.41865
C 3.34959 1.41198 -1.64448
C 3.99749 2.52375 -2.15136
C 3.72733 2.98473 -3.42828
C 2.78869 2.31997 -4.20167
C 2.13584 1.21121 -3.70455
H 1.39944 0.70023 -4.30980
H 2.56020 2.67204 -5.19744
H 4.23494 3.85566 -3.81438
H 4.71690 3.04089 -1.53311
H 3.56457 1.09671 -0.63579
H 0.87641 -0.56127 -2.44881
C 1.24843 -2.21037 -0.38755
C 1.38703 -2.71874 0.90168
C 0.81576 -3.92531 1.25190
C 0.09955 -4.65014 0.31260
C -0.02211 -4.16525 -0.97610
C 0.54756 -2.95169 -1.32671
H 0.44519 -2.59807 -2.34152
H -0.56764 -4.73107 -1.71749
H -0.35437 -5.59183 0.58407
H 0.92489 -4.30026 2.25864
H 1.94443 -2.14508 1.62977
H 2.85179 -0.83323 -0.29690

* HOMO level: -0.2823 Ha
* total charge: 0
* LUMO: 0.0222 Eh

6.
Entry from OMol25: C25H31N3O2S in the gas phase in a non-equilibrium geometry (ωB97M-V/def2-TZVPD).

Positions of all 62 atoms, in Å:
C 3.05070 4.12733 1.15121
H 3.74913 4.35385 1.95274
H 3.29837 4.74942 0.29493
H 2.04891 4.38103 1.48919
C 3.15122 2.63818 0.79656
N 2.28979 2.15907 -0.27153
C 0.86738 2.24217 0.01326
C 0.41566 1.44785 1.24006
C 0.96510 0.01588 1.28889
N 0.95224 -0.63655 -0.00648
C -0.26660 -0.75817 -0.63176
N -1.38728 -0.51143 -0.04714
C -2.45245 -0.71522 -0.88050
C -2.09723 -1.12982 -2.13343
S -0.38628 -1.27928 -2.29328
H -2.73280 -1.36119 -2.96242
C -3.79604 -0.47642 -0.37260
C -3.97161 -0.06416 0.94563
C -5.22951 0.17609 1.46522
C -6.35423 0.00577 0.66551
C -6.18759 -0.40863 -0.65769
C -4.93177 -0.64510 -1.16750
H -4.83109 -0.96380 -2.19307
H -7.06886 -0.53742 -1.26636
O -7.64107 0.21196 1.06567
C -7.87416 0.63153 2.38706
H -7.40343 1.59890 2.59159
H -7.51740 -0.10655 3.11307
H -8.95466 0.73175 2.47867
H -5.31993 0.49421 2.49234
H -3.09898 0.06461 1.56677
C 2.07449 -1.01239 -0.68841
O 2.00740 -1.37917 -1.85161
C 3.37154 -1.01625 0.03838
C 3.54326 -1.77685 1.19150
C 4.77827 -1.84534 1.81885
C 5.84460 -1.13616 1.27546
C 5.68488 -0.39628 0.11824
C 4.45450 -0.34411 -0.51218
H 4.32081 0.21847 -1.42138
H 6.52640 0.13648 -0.29958
H 6.80919 -1.17732 1.76086
C 4.97268 -2.67690 3.04997
H 4.01905 -3.00425 3.45597
H 5.50641 -2.11338 3.81312
H 5.56584 -3.56001 2.81330
H 2.70883 -2.33580 1.59260
H 1.99684 0.02951 1.63481
H 0.35422 -0.57324 1.97990
H -0.67371 1.41117 1.21405
H 0.71575 1.95070 2.16046
H 0.34754 1.83661 -0.85636
H 0.52787 3.28673 0.13258
C 2.61462 2.76246 -1.55741
C 2.08161 1.97115 -2.74960
H 2.29286 0.91187 -2.64014
H 1.00847 2.09629 -2.86995
H 2.56089 2.32771 -3.65845
H 3.70544 2.79805 -1.62328
H 2.23976 3.79879 -1.62697
H 4.18009 2.41142 0.50029
H 2.93894 2.05006 1.69170

* HOMO level: -0.2759 Ha
* total charge: 0
* LUMO: 0.0261 Eh

7.
Entry from OMol25: C25H31N5O3 in the gas phase (ωB97M-V/def2-TZVPD).

Positions of all 64 atoms, in Å:
C 4.67895 0.93082 -0.01785
H 5.27357 1.07302 0.88111
H 4.69922 1.84699 -0.60172
H 5.13111 0.13962 -0.61176
C 3.23946 0.55977 0.35141
N 2.39614 0.36781 -0.80484
C 1.80638 1.43488 -1.44329
C 0.94186 1.24372 -2.52976
C 0.26385 2.29385 -3.12842
C 0.45791 3.58792 -2.66528
C 1.33917 3.80401 -1.61984
C 2.00457 2.75683 -1.01538
H 2.67358 2.98365 -0.20355
H 1.51127 4.81021 -1.26413
H -0.06595 4.41571 -3.12052
C -0.67838 2.00139 -4.25843
H -0.11926 1.79169 -5.17034
H -1.33445 2.84795 -4.44928
H -1.28171 1.12460 -4.02849
H 0.76004 0.25931 -2.92561
C 2.34028 -0.96255 -1.36528
H 3.16591 -1.54469 -0.94909
H 2.48851 -0.91578 -2.44963
C 1.02263 -1.69721 -1.08251
H 0.18397 -1.10150 -1.44270
H 1.02227 -2.64105 -1.62954
C 0.79921 -2.00368 0.40059
N -0.55110 -2.48539 0.62661
C -0.97131 -3.67194 0.12828
O -0.21785 -4.50900 -0.31671
C -2.48263 -3.86143 0.17636
H -2.86821 -3.60517 1.16519
C -3.17767 -2.99929 -0.88900
N -3.25513 -1.61134 -0.49439
C -2.66529 -0.60544 -1.15834
O -2.04876 -0.72049 -2.19501
C -2.82026 0.75830 -0.45112
N -1.92601 0.84311 0.68977
C -0.72727 1.48400 0.58018
N 0.15218 1.57329 1.50052
C -0.11473 0.99447 2.71265
C 0.83837 1.05996 3.73514
C 0.57374 0.48682 4.95699
C -0.63896 -0.16270 5.19412
C -1.58668 -0.24124 4.20127
C -1.33482 0.33399 2.95203
C -2.30987 0.23343 1.88103
O -3.38090 -0.35535 1.96107
H -2.53208 -0.73860 4.35731
H -0.82986 -0.60441 6.16011
H 1.31038 0.53913 5.74482
H 1.76864 1.56803 3.53781
H -0.51573 1.94099 -0.37596
H -2.56496 1.54672 -1.16001
H -3.84799 0.87928 -0.09822
H -3.71272 -1.40176 0.38941
H -4.19351 -3.37517 -1.04979
H -2.63081 -3.04381 -1.83385
H -2.69136 -4.91161 -0.02577
H -1.24784 -1.80920 0.89081
H 0.94456 -1.10991 1.00958
H 1.49232 -2.78307 0.72887
H 3.24792 -0.37160 0.92441
H 2.79611 1.32908 0.98798

* HOMO level: -0.2722 Ha
* total charge: 0
* LUMO: 0.0010 Eh

Calculated relative energy (zero: lowest compared OMol25 entry of this formula, charge and spin), 36.56 66.18 19.07 0.00 4.29 25.28 0.00 kcal/mol (same order as the records).